[1]
Below is the molecule C8H24N4Si in a non-equilibrium geometry, with properties calculated with the ωB97M-V functional and the def2-TZVPD basis.

Cartesian coordinates (Å):
C1 -1.52040 2.25866 -0.48307
N1 -0.32236 1.64816 -1.07051
C2 0.83834 2.51914 -0.91137
Si1 -0.03387 0.14496 -0.10959
N2 -1.48188 -1.00933 -0.25142
C3 -1.45662 -2.20498 0.60041
C4 -1.69093 -1.11725 -1.68232
N3 0.30265 0.87912 1.57258
C5 1.59331 0.66603 2.27137
C6 -0.85674 0.56917 2.42445
N4 1.38815 -0.66262 -0.79651
C7 1.44839 -0.71979 -2.27569
C8 1.67948 -1.90036 0.02695
H1 -1.93712 3.05024 -1.12152
H2 -2.31731 1.54135 -0.30277
H3 -1.28560 2.66295 0.51337
H4 1.62945 2.13508 -1.59992
H5 0.59677 3.57641 -1.21546
H6 1.19114 2.48060 0.12926
H7 -0.71220 -2.11994 1.37534
H8 -2.41730 -2.24325 1.08872
H9 -1.38013 -3.12389 0.01767
H10 -0.97298 -1.83801 -2.10832
H11 -2.68796 -1.47353 -1.91990
H12 -1.53962 -0.10952 -2.10504
H13 1.53999 -0.30809 2.79530
H14 2.43835 0.60042 1.60483
H15 1.81823 1.41213 3.04201
H16 -0.89794 1.11530 3.36647
H17 -1.81048 0.70398 1.90737
H18 -0.78842 -0.50301 2.64523
H19 1.12260 -1.70501 -2.67439
H20 2.43103 -0.48986 -2.65965
H21 0.82325 0.04288 -2.73127
H22 0.92684 -2.65865 -0.18730
H23 2.67402 -2.23105 -0.22820
H24 1.66788 -1.58848 1.05289

HOMO level ... -7.97 eV
SMILES ... CN(C)[Si](N(C)C)(N(C)C)N(C)C
LUMO level ... 0.92 eV
Net charge ... 0


[2]
Below is a structure of composition C8H24N6O10Zn in a non-equilibrium geometry, with properties calculated with the ωB97M-V functional and the def2-TZVPD basis.

Cartesian coordinates (Å):
Zn1 -0.24469 -0.11072 -0.33766
C1 0.05656 1.05990 -2.48116
O1 -0.70649 1.39115 -1.58117
O2 0.26064 1.77034 -3.45059
O3 0.70279 0.04160 -2.14081
C2 1.79878 -2.71505 -0.09932
O4 1.05140 -1.83352 0.23649
N1 2.82815 -2.50082 -0.83522
N2 1.68196 -3.99175 0.11991
H1 3.21045 -3.26027 -1.38035
H2 3.09430 -1.57629 -1.14263
H3 0.79462 -4.36054 0.43089
H4 2.29990 -4.66185 -0.31510
C3 -2.13433 -2.13292 -1.85765
O5 -1.53464 -1.53329 -0.96712
N3 -1.64326 -2.62963 -2.95805
N4 -3.40088 -2.40450 -1.77194
H5 -2.24160 -3.32226 -3.38507
H6 -0.66027 -2.59905 -3.18802
H7 -3.91786 -2.26717 -0.91521
H8 -3.86135 -2.84627 -2.55482
C4 1.83709 1.28517 1.82813
O6 0.93221 1.10357 0.97361
N5 3.10828 1.32499 1.49173
N6 1.56709 1.63543 2.98806
H9 3.77518 1.46255 2.23765
H10 3.30634 0.96850 0.56772
H11 0.62974 2.00927 3.02963
H12 2.23000 1.92022 3.69484
C5 0.37876 4.46159 0.02576
C6 1.32980 4.10468 -1.13264
O7 0.85178 4.28123 -2.46377
O8 -0.61824 3.51320 0.08824
H13 -0.00230 5.48183 -0.01902
H14 0.85495 4.40153 1.00439
H15 1.56623 3.04760 -1.01097
H16 2.30993 4.55791 -0.98419
H17 0.70885 3.39266 -2.79787
H18 -0.41826 2.79639 -0.51822
C7 -2.34250 -1.98367 2.07560
C8 -1.43297 -0.76101 2.26960
O9 -1.61381 0.26810 1.21130
O10 -3.65849 -1.58447 2.10291
H19 -2.17009 -2.62815 2.93759
H20 -2.19314 -2.52880 1.14359
H21 -0.41002 -1.13296 2.21189
H22 -1.62212 -0.22961 3.20230
H23 -2.36836 0.82784 1.40867
H24 -3.97014 -1.51272 3.00807

HOMO level (alpha / beta) ... -11.53 / -11.51 eV
Multiplicity ... 2
LUMO level (alpha / beta) ... -2.48 / -5.65 eV
Net charge ... +1


[3]
Below is a cluster of 8 separate species, C8H24N8O16 in total in a non-equilibrium geometry, with properties calculated with the ωB97M-V functional and the def2-TZVPD basis.

Cartesian coordinates (Å):
C1 -2.31750 4.45574 -2.80704
N1 -1.28158 4.01539 -1.83209
O1 -0.17894 4.53221 -1.74236
O2 -1.60794 3.07930 -1.17563
H1 -1.77934 4.71514 -3.71874
H2 -2.68726 5.44803 -2.54872
H3 -3.03343 3.67906 -3.07598
C2 -1.69806 -0.74632 4.20812
N2 -0.88652 -1.99426 4.15380
O3 -0.22206 -2.11154 5.22796
O4 -0.91105 -2.69167 3.14372
H4 -1.08929 0.09487 4.53961
H5 -2.39642 -0.85648 5.03774
H6 -2.10055 -0.52307 3.22006
C3 -0.06886 0.30593 -3.62792
N3 0.04145 1.67875 -4.20408
O5 1.06874 2.33137 -3.93815
O6 -0.94720 2.14158 -4.75586
H7 -0.27946 -0.37079 -4.45605
H8 -0.85090 0.37762 -2.87203
H9 0.83438 0.04023 -3.07866
C4 -1.16761 -3.48018 0.20438
N4 -0.59669 -2.64505 -0.92428
O7 0.60980 -2.50011 -0.94066
O8 -1.32044 -2.17181 -1.72854
H10 -0.43840 -4.08114 0.74771
H11 -1.90305 -4.23228 -0.08120
H12 -1.73435 -2.78540 0.82421
C5 0.51796 0.58349 0.06903
N5 -0.35404 0.09858 1.16507
O9 -1.59660 -0.03719 0.90786
O10 0.15308 -0.15287 2.24788
H13 1.44759 0.95991 0.49585
H14 -0.10546 1.15884 -0.61538
H15 0.94569 -0.22539 -0.52330
C6 6.23417 1.49868 1.82740
N6 4.95753 0.63703 1.81713
O11 5.02604 -0.55922 2.20257
O12 3.85765 1.12488 1.51585
H16 6.58574 1.85697 2.79494
H17 5.94568 2.39693 1.28149
H18 6.99450 1.03255 1.20073
C7 3.53377 -3.09226 -0.26739
N7 3.04385 -4.34014 0.47174
O13 2.32835 -5.16967 -0.09422
O14 3.34778 -4.40188 1.67344
H19 3.61266 -3.43058 -1.30055
H20 4.49973 -2.96241 0.22062
H21 2.79848 -2.28892 -0.22180
C8 -4.48651 0.93480 -0.05875
N8 -5.68788 1.83149 -0.16219
O15 -6.76701 1.36752 -0.32621
O16 -5.42425 3.04071 -0.10729
H22 -3.89387 1.10826 -0.95696
H23 -4.65303 -0.10704 0.21499
H24 -3.91908 1.43179 0.72810

HOMO level ... -10.86 eV
SMILES ... C[N+](=O)[O-].C[N+](=O)[O-].C[N+](=O)[O-].C[N+](=O)[O-].C[N+](=O)[O-].C[N+](=O)[O-].C[N+](=O)[O-].C[N+](=O)[O-]
LUMO level ... -0.55 eV
Net charge ... 0


[4]
Below is a cluster of 8 separate species, C8H24N8O16 in total in a non-equilibrium geometry, with properties calculated with the ωB97M-V functional and the def2-TZVPD basis.

Cartesian coordinates (Å):
C1 1.18217 1.86841 -7.38647
N1 0.34088 1.04192 -8.30877
O1 0.64305 -0.15780 -8.48471
O2 -0.65290 1.51427 -8.81446
H1 2.21571 1.53341 -7.29890
H2 0.78243 1.69923 -6.38662
H3 1.06269 2.89294 -7.73883
C2 -4.27892 -3.22687 -10.11333
N2 -5.07088 -4.37581 -9.56942
O3 -4.50146 -5.43869 -9.34527
O4 -6.28959 -4.27580 -9.34903
H4 -4.89644 -2.60528 -10.76171
H5 -3.50619 -3.72654 -10.69757
H6 -3.98188 -2.59759 -9.27435
C3 1.75931 -2.24829 -7.76038
N3 2.59837 -1.11867 -7.35770
O5 2.14448 -0.28479 -6.49909
O6 3.73152 -1.00328 -7.87312
H7 1.75451 -2.99016 -6.96183
H8 2.08402 -2.58908 -8.74351
H9 0.72916 -1.90492 -7.85511
C4 -0.33250 -1.25493 -10.49195
N4 -1.40852 -2.18695 -10.06477
O7 -2.54527 -1.76381 -9.90265
O8 -1.02249 -3.36076 -9.91258
H10 0.51249 -1.32696 -9.80718
H11 -0.68391 -0.22546 -10.42262
H12 0.07602 -1.55123 -11.45808
C5 1.09886 -1.69052 -14.85339
N5 0.03846 -1.24239 -13.81911
O9 -0.28528 -1.98201 -12.92249
O10 -0.64333 -0.24639 -14.08979
H13 1.70072 -0.78845 -14.96356
H14 0.53993 -2.01146 -15.73243
H15 1.63527 -2.53816 -14.42691
C6 -1.72450 -5.18709 -9.19690
N6 -2.30183 -6.11972 -8.18829
O11 -3.32799 -6.69064 -8.52414
O12 -1.72504 -6.23124 -7.13284
H16 -0.72957 -4.96343 -8.81195
H17 -2.32562 -4.30853 -9.43120
H18 -1.66408 -5.77585 -10.11222
C7 -4.15907 -0.56589 -8.49954
N7 -4.85412 -1.43485 -7.51914
O13 -4.60587 -1.29290 -6.39679
O14 -5.65613 -2.25686 -7.96346
H19 -3.34649 -0.19831 -7.87288
H20 -4.80538 0.27739 -8.74297
H21 -3.75765 -1.12908 -9.34202
C8 2.81596 -1.97143 -12.26301
N8 2.85530 -2.12406 -10.80559
O15 1.82483 -2.57504 -10.26715
O16 3.91079 -1.88625 -10.24523
H22 1.79137 -1.93126 -12.63274
H23 3.41064 -2.74944 -12.74169
H24 3.21956 -1.03334 -12.64406

HOMO level ... -8.88 eV
SMILES ... C[N+](=O)[O-].C[N+](=O)[O-].C[N+](=O)[O-].C[N+](=O)[O-].C[N+](=O)[O-].C[N+](=O)[O-].C[N+](=O)[O-].C[N+](=O)[O-]
LUMO level ... -1.50 eV
Net charge ... 0


[5]
Below is a structure of composition C8H24NNaO7 in a non-equilibrium geometry, with properties calculated with the ωB97M-V functional and the def2-TZVPD basis.

Cartesian coordinates (Å):
Na1 -0.92369 0.19441 -0.20517
N1 -3.52661 2.11509 -0.14354
O1 -3.94937 1.95916 1.01869
O2 -3.34512 3.26440 -0.60308
O3 -3.15590 1.09819 -0.81583
C1 0.33351 -2.71216 -2.76945
C2 0.20541 -1.37487 -3.42470
O4 -0.64407 -0.51512 -2.64392
H1 0.87183 -2.74039 -1.82364
H2 0.88473 -3.36053 -3.46458
H3 -0.60209 -3.27199 -2.68531
H4 -0.16985 -1.45975 -4.45007
H5 1.17993 -0.87717 -3.51482
H6 -0.49414 0.38183 -2.96541
C3 0.23382 -3.90933 1.13093
C4 -1.02113 -3.13146 1.48592
O5 -1.23377 -1.98763 0.64782
H7 0.00567 -4.52191 0.25150
H8 0.46840 -4.59998 1.93999
H9 1.06746 -3.26861 0.84613
H10 -0.98107 -2.74286 2.50397
H11 -1.86677 -3.81633 1.37318
H12 -1.53844 -2.33481 -0.20336
C5 2.93632 0.63650 1.38352
C6 2.17225 0.17635 0.14107
O6 1.25856 1.12202 -0.36787
H13 2.23481 0.94288 2.16132
H14 3.50427 1.53854 1.13578
H15 3.61952 -0.10685 1.78456
H16 1.60528 -0.72034 0.41358
H17 2.85854 -0.17732 -0.63657
H18 1.68597 1.96877 -0.53222
C7 -0.40996 4.37779 0.81735
C8 -0.15139 3.29852 1.86171
O7 -1.02871 2.19836 1.61794
H19 0.13825 4.16920 -0.10557
H20 -0.12878 5.35498 1.20543
H21 -1.45719 4.36242 0.50847
H22 -0.27434 3.69724 2.87135
H23 0.88782 2.95147 1.77995
H24 -1.24996 1.82132 2.47496

HOMO level ... -7.45 eV
LUMO level ... -0.12 eV
Net charge ... 0